Below is a molecular structure, C18H46AlBN5O10S in a non-equilibrium geometry, with properties calculated with the ωB97M-V functional and the def2-TZVPD basis.

Computed properties:
Total charge   -1
HOMO-LUMO gap   5.38 eV

Structure (XYZ):
```
82
C18H46AlBN5O10S (the ωB97M-V functional and the def2-TZVPD basis)
O 6.213 0.456 1.094
S 4.901 -0.178 1.344
O 4.835 -0.776 2.706
O 4.582 -1.435 0.318
C 3.493 1.012 1.243
C 3.316 1.595 -0.197
C 1.831 1.553 -0.702
Al 0.449 1.997 0.778
B -0.881 0.339 0.851
O -1.588 -0.020 2.036
O -1.074 -0.491 -0.325
H 4.843 -1.201 -0.581
H 3.675 1.861 1.923
H 2.619 0.432 1.586
H 3.641 2.654 -0.250
H 3.965 1.044 -0.920
H 1.649 2.269 -1.534
H 1.658 0.542 -1.133
H -0.344 3.341 0.511
H 1.184 1.991 2.208
H -2.232 -0.707 1.819
H -1.844 -0.157 -0.787
C -3.845 -2.622 1.027
O -3.926 -2.175 2.153
N -3.594 -3.916 0.724
C -3.508 -4.382 -0.645
C -3.403 -4.861 1.805
H -3.971 -1.986 0.136
H -4.266 -5.150 -0.816
H -2.517 -4.806 -0.822
H -3.671 -3.560 -1.340
H -4.299 -4.884 2.430
H -2.559 -4.542 2.420
H -3.211 -5.856 1.406
C -3.242 -9.100 0.982
O -3.836 -8.287 0.307
N -3.579 -9.451 2.245
C -2.822 -10.432 2.997
C -4.735 -8.824 2.861
H -2.352 -9.632 0.608
H -3.475 -11.265 3.267
H -2.431 -9.969 3.905
H -1.990 -10.810 2.405
H -5.624 -9.030 2.263
H -4.587 -7.743 2.898
H -4.876 -9.206 3.870
C 1.432 4.994 -1.798
O 0.535 4.865 -1.000
N 1.374 5.751 -2.929
C 2.492 5.851 -3.839
C 0.152 6.478 -3.229
H 2.402 4.485 -1.671
H 2.807 6.895 -3.918
H 2.193 5.489 -4.827
H 3.331 5.254 -3.482
H -0.067 7.173 -2.415
H -0.675 5.776 -3.317
H 0.260 7.028 -4.160
C 2.421 2.969 5.159
O 2.379 3.096 3.958
N 3.379 2.283 5.836
C 3.364 2.171 7.278
C 4.446 1.642 5.086
H 1.658 3.413 5.819
H 4.282 2.602 7.686
H 3.304 1.117 7.561
H 2.508 2.699 7.695
H 4.992 2.395 4.513
H 4.023 0.918 4.390
H 5.130 1.135 5.764
C -1.620 5.624 -6.698
O -1.656 6.133 -5.600
N -1.416 4.307 -6.929
C -1.383 3.758 -8.268
C -1.224 3.419 -5.792
H -1.753 6.212 -7.622
H -2.169 3.006 -8.373
H -0.411 3.291 -8.446
H -1.541 4.541 -9.008
H -2.101 3.461 -5.144
H -0.355 3.744 -5.217
H -1.073 2.398 -6.134
```


Below is a molecular structure, C50H47F5N4O2P2SSi2Y in a non-equilibrium geometry, with properties calculated with the ωB97M-V functional and the def2-TZVPD basis.

Computed properties:
Energy above the lowest of the compared OMol25 structures with the same formula, charge and spin   0.000 eV
Total charge   -1
HOMO-LUMO gap   7.06 eV

Structure (XYZ):
```
114
C50H47F5N4O2P2SSi2Y (the ωB97M-V functional and the def2-TZVPD basis)
Y -0.430 -0.347 0.936
C 2.213 2.340 3.252
Si 2.715 1.869 1.497
C 3.581 3.399 0.827
C 4.045 0.537 1.514
N 1.333 1.275 0.653
P 0.403 2.130 -0.369
C -1.133 1.421 -0.569
P -1.430 0.268 -1.789
N -1.174 -1.243 -1.251
Si -1.411 -2.801 -1.943
C -2.743 -2.951 -3.261
C 0.115 -3.553 -2.734
C -1.988 -3.995 -0.589
C -3.234 0.457 -2.186
C -3.823 0.079 -3.391
C -5.195 0.188 -3.586
C -6.006 0.676 -2.570
C -5.434 1.066 -1.366
C -4.061 0.968 -1.184
C -0.695 0.491 -3.447
C 0.310 -0.364 -3.880
C 0.813 -0.265 -5.173
C 0.316 0.697 -6.038
C -0.664 1.583 -5.601
C -1.159 1.486 -4.310
C 1.389 2.515 -1.865
C 2.562 1.801 -2.106
C 3.365 2.105 -3.198
C 2.999 3.126 -4.064
C 1.811 3.815 -3.858
C 1.003 3.500 -2.775
C 0.108 3.787 0.405
C 0.676 5.000 0.022
C 0.403 6.172 0.722
C -0.430 6.147 1.828
C -0.990 4.940 2.235
C -0.727 3.777 1.530
H 3.004 2.109 3.976
H 1.294 1.822 3.543
H 2.014 3.415 3.308
H 4.506 3.534 1.402
H 2.974 4.298 0.954
H 3.852 3.312 -0.228
H 4.580 0.522 2.472
H 4.784 0.735 0.728
H 3.623 -0.457 1.331
H -2.461 -2.486 -4.211
H -3.697 -2.525 -2.939
H -2.893 -4.023 -3.444
H 0.245 -3.217 -3.768
H 0.012 -4.645 -2.754
H 1.019 -3.305 -2.170
H -3.033 -4.288 -0.745
H -1.919 -3.554 0.406
H -1.386 -4.912 -0.595
H -3.209 -0.311 -4.191
H -5.630 -0.105 -4.534
H -7.076 0.762 -2.721
H -6.057 1.459 -0.570
H -3.598 1.315 -0.267
H 0.698 -1.107 -3.193
H 1.597 -0.938 -5.501
H 0.701 0.770 -7.050
H -1.039 2.351 -6.269
H -1.924 2.173 -3.964
H 2.839 1.008 -1.420
H 4.276 1.543 -3.374
H 3.629 3.372 -4.912
H 1.508 4.592 -4.552
H 0.061 4.016 -2.628
H 1.359 5.043 -0.815
H 0.855 7.105 0.405
H -0.637 7.060 2.376
H -1.631 4.902 3.108
H -1.163 2.843 1.858
O -2.472 0.876 4.636
C -2.208 0.510 3.497
O -1.168 0.772 2.805
C -3.246 -0.337 2.762
C -4.523 -0.476 3.280
C -5.470 -1.172 2.547
C -5.108 -1.702 1.318
C -3.808 -1.532 0.881
N -2.888 -0.873 1.589
H -4.729 -0.022 4.239
H -6.481 -1.289 2.921
H -5.817 -2.235 0.696
H -3.486 -1.917 -0.077
N 0.945 -0.851 2.879
C 1.861 -0.948 3.557
C 3.065 -1.106 4.330
C 4.018 -2.020 3.883
C 5.197 -2.167 4.594
C 5.419 -1.408 5.737
C 4.462 -0.502 6.179
C 3.277 -0.348 5.477
H 3.827 -2.581 2.974
H 5.947 -2.868 4.252
H 6.347 -1.519 6.285
H 4.641 0.086 7.070
H 2.519 0.356 5.798
F 0.079 -7.595 2.072
C 0.456 -6.379 1.657
C 1.481 -6.234 0.744
F 2.097 -7.327 0.273
C 1.875 -4.978 0.327
F 2.885 -4.912 -0.549
C 1.273 -3.799 0.778
S 1.782 -2.230 0.240
C 0.241 -4.006 1.690
F -0.456 -2.945 2.151
C -0.168 -5.246 2.134
F -1.178 -5.358 3.004
```


Below is 2 unconnected molecules or ions with the total composition C5H12O in a non-equilibrium geometry, with properties calculated with the ωB97M-V functional and the def2-TZVPD basis.

Computed properties:
Energy above the lowest of the compared OMol25 structures with the same formula, charge and spin   1.922 eV
Structure (SMILES)   C=CC.CCO
HOMO-LUMO gap   10.25 eV

Structure (XYZ):
```
18
C5H12O (the ωB97M-V functional and the def2-TZVPD basis)
C 1.899 1.390 -0.753
C 2.742 0.558 -0.134
C 2.485 -0.840 0.374
H 2.324 2.099 -1.446
H 0.840 1.156 -0.792
H 3.791 0.871 -0.183
H 3.309 -1.371 -0.089
H 2.547 -0.888 1.462
H 1.513 -1.107 -0.033
C -2.517 0.485 -0.557
C -2.589 -0.589 0.500
O -1.323 -1.027 0.959
H -2.398 0.028 -1.545
H -3.451 1.044 -0.647
H -1.609 1.076 -0.410
H -3.134 -1.401 0.006
H -3.214 -0.415 1.377
H -1.215 -1.069 1.912
```


Below is 3 unconnected molecules or ions with the total composition C8H25FNO10P3S2 in a non-equilibrium geometry, with properties calculated with the ωB97M-V functional and the def2-TZVPD basis.

Computed properties:
Energy above the lowest of the compared OMol25 structures with the same formula, charge and spin   2.515 eV
Structure (SMILES)   CCN([PH2]=S)S(=O)(=O)F.COP(=O)(OC)OC.COP(=O)(OC)OC
HOMO-LUMO gap   6.63 eV

Structure (XYZ):
```
50
C8H25FNO10P3S2 (the ωB97M-V functional and the def2-TZVPD basis)
C -0.694 2.245 3.786
C -1.330 0.804 3.993
N -0.727 0.027 5.119
P -1.179 -1.685 4.968
S -2.862 -2.179 5.808
S -1.153 0.669 6.643
O -2.577 1.057 6.762
O -0.272 1.794 7.059
F -0.832 -0.560 7.716
H 0.130 2.173 3.017
H -0.328 2.725 4.727
H -1.501 2.872 3.304
H -2.455 0.856 4.024
H -1.084 0.224 3.052
H -0.052 -2.419 5.465
H -1.307 -1.920 3.558
C 3.753 3.765 0.285
O 2.983 2.575 0.502
P 3.031 1.436 -0.782
O 1.798 0.704 -0.274
O 4.400 0.781 -0.177
C 4.388 0.262 1.143
O 3.211 0.419 -2.146
C 2.480 0.838 -3.304
H 3.663 4.402 1.164
H 4.808 3.516 0.131
H 3.370 4.305 -0.584
H 3.386 -0.020 1.469
H 4.796 1.007 1.830
H 5.029 -0.620 1.169
H 2.813 1.826 -3.624
H 1.409 0.863 -3.090
H 2.665 0.125 -4.106
C -4.158 -0.754 -5.055
O -2.839 -1.229 -5.354
P -1.940 -1.770 -3.994
O -0.601 -1.704 -4.713
O -2.609 -3.259 -4.075
C -2.421 -4.032 -5.250
O -1.280 -2.171 -2.467
C -0.893 -1.043 -1.678
H -4.638 -0.455 -5.986
H -4.752 -1.544 -4.585
H -4.103 0.113 -4.392
H -1.529 -3.736 -5.803
H -3.298 -3.929 -5.894
H -2.326 -5.078 -4.959
H -1.758 -0.409 -1.476
H -0.125 -0.464 -2.194
H -0.490 -1.402 -0.732
```


Below is a single CH2ClNOS molecule in a non-equilibrium geometry, with properties calculated with the ωB97M-V functional and the def2-TZVPD basis.

Computed properties:
Energy above the lowest of the compared OMol25 structures with the same formula, charge and spin   1.382 eV
HOMO-LUMO gap   10.22 eV

Structure (XYZ):
```
7
CH2ClNOS (the ωB97M-V functional and the def2-TZVPD basis)
C -1.027 -0.087 0.020
N 0.399 0.728 0.215
O 2.802 0.793 -0.047
S 1.651 -0.064 -0.169
Cl -0.769 -1.823 0.050
H -1.419 0.234 -0.935
H -1.637 0.218 0.866
```


Below is a single C18H20N2O5 molecule in a non-equilibrium geometry, with properties calculated with the ωB97M-V functional and the def2-TZVPD basis.

Computed properties:
Energy above the lowest of the compared OMol25 structures with the same formula, charge and spin   0.028 eV
Structure (SMILES)   CC[C@@H](C)[C@@H](NC(=O)c1ccccc1NC(=O)c1ccco1)C(=O)O
HOMO-LUMO gap   9.23 eV

Structure (XYZ):
```
45
C18H20N2O5 (the ωB97M-V functional and the def2-TZVPD basis)
C -3.018 -1.657 -2.336
C -3.322 -0.949 -1.021
C -2.059 -0.417 -0.338
C -2.395 0.689 0.661
C -1.256 -1.559 0.343
N 0.143 -1.229 0.451
C 1.047 -1.662 -0.461
O 0.748 -2.386 -1.385
C 2.463 -1.284 -0.153
C 3.420 -2.278 -0.335
C 4.742 -2.074 0.009
C 5.128 -0.856 0.544
C 4.200 0.156 0.692
C 2.869 -0.038 0.331
N 1.988 1.050 0.460
C 1.082 1.447 -0.489
O 0.810 0.819 -1.489
C 0.435 2.727 -0.166
C -0.531 3.410 -0.859
C -0.807 4.572 -0.108
C 0.007 4.515 0.983
O 0.762 3.409 0.961
C -1.782 -1.862 1.727
O -1.234 -1.535 2.748
O -2.936 -2.531 1.712
H -2.548 -0.969 -3.034
H -2.340 -2.493 -2.189
H -3.935 -2.034 -2.783
H -3.844 -1.628 -0.344
H -3.987 -0.105 -1.221
H -1.393 -0.010 -1.106
H -2.772 1.566 0.138
H -1.514 0.985 1.227
H -3.158 0.358 1.363
H -1.329 -2.455 -0.283
H 0.427 -0.725 1.276
H 3.093 -3.221 -0.744
H 5.467 -2.860 -0.132
H 6.155 -0.686 0.833
H 4.504 1.117 1.083
H 2.262 1.754 1.132
H -0.972 3.104 -1.784
H -1.510 5.343 -0.345
H 0.136 5.179 1.816
H -3.246 -2.697 2.617
```


Below is a single C5H13N3 molecule in a non-equilibrium geometry, with properties calculated with the ωB97M-V functional and the def2-TZVPD basis.

Computed properties:
Energy above the lowest of the compared OMol25 structures with the same formula, charge and spin   0.990 eV
Structure (SMILES)   [H]/N=C(\N)NCCCC
HOMO-LUMO gap   9.77 eV

Structure (XYZ):
```
21
C5H13N3 (the ωB97M-V functional and the def2-TZVPD basis)
H -0.371 3.571 0.187
N -0.562 2.564 0.046
C 0.448 2.054 -0.536
N 1.600 2.884 -0.729
N 0.380 0.759 -1.075
C 0.899 -0.387 -0.333
C -0.031 -1.593 -0.596
C -1.317 -1.520 0.239
C -1.182 -1.746 1.745
H 2.251 2.686 -1.483
H 2.240 3.038 0.044
H -0.303 0.676 -1.803
H 0.978 -0.096 0.722
H 1.887 -0.642 -0.732
H -0.315 -1.617 -1.649
H 0.567 -2.526 -0.379
H -2.063 -2.139 -0.266
H -1.817 -0.531 0.144
H -0.225 -2.241 1.993
H -1.100 -0.827 2.315
H -1.963 -2.367 2.148
```


Below is 2 unconnected molecules or ions with the total composition C4H9N, with properties calculated with the ωB97M-V functional and the def2-TZVPD basis.

Computed properties:
Energy above the lowest of the compared OMol25 structures with the same formula, charge and spin   3.722 eV
Structure (SMILES)   CN1C=C1.C
HOMO-LUMO gap   9.52 eV

Structure (XYZ):
```
14
C4H9N (the ωB97M-V functional and the def2-TZVPD basis)
C 2.045 -0.071 -0.466
N 0.783 -0.467 0.173
C 0.340 0.461 1.249
C 0.874 -0.624 1.649
H 2.714 0.486 0.209
H 2.562 -0.971 -0.819
H 1.818 0.554 -1.336
H -0.197 1.394 1.330
H 1.165 -1.383 2.358
C -2.419 0.122 -0.867
H -3.181 -0.217 -0.159
H -2.310 1.208 -0.788
H -2.733 -0.131 -1.883
H -1.461 -0.361 -0.651
```


Below is 2 unconnected molecules or ions with the total composition C2H6N2O in a non-equilibrium geometry, with properties calculated with the ωB97M-V functional and the def2-TZVPD basis.

Computed properties:
Energy above the lowest of the compared OMol25 structures with the same formula, charge and spin   2.267 eV
Structure (SMILES)   [H]/N=C/N.C=O
HOMO-LUMO gap   10.25 eV

Structure (XYZ):
```
11
C2H6N2O (the ωB97M-V functional and the def2-TZVPD basis)
H 0.874 0.627 -3.529
N 1.151 0.217 -2.637
C 2.427 0.253 -2.519
N 2.989 -0.466 -1.486
H 3.037 1.014 -3.016
H 2.541 -1.349 -1.339
H 3.973 -0.338 -1.353
C -2.946 0.331 3.395
O -3.917 -0.360 3.226
H -2.105 0.226 2.690
H -2.997 1.185 4.079
```


Below is a molecular structure, C42H51BeO2P2 in a non-equilibrium geometry, with properties calculated with the ωB97M-V functional and the def2-TZVPD basis.

Computed properties:
Total charge   +1
HOMO-LUMO gap   8.29 eV

Structure (XYZ):
```
98
C42H51BeO2P2 (the ωB97M-V functional and the def2-TZVPD basis)
Be -0.504 -0.346 0.810
C -2.393 -0.651 1.156
C -2.003 0.614 1.653
C -0.944 0.363 2.617
C -0.777 -1.040 2.674
C -1.628 -1.683 1.755
C -2.021 -3.147 1.764
C -2.038 -3.743 0.353
C -3.432 -3.247 2.368
C -1.069 -3.961 2.644
C -0.247 1.183 3.702
C -0.022 2.656 3.362
C -1.091 1.099 4.985
C 1.130 0.566 4.020
C -2.799 1.858 1.256
C -3.603 2.395 2.444
C -1.912 2.966 0.673
C -3.813 1.507 0.155
H -3.227 -0.843 0.513
H -0.124 -1.549 3.352
H -2.680 -3.167 -0.308
H -2.419 -4.761 0.393
H -1.036 -3.768 -0.070
H -4.171 -2.794 1.712
H -3.465 -2.739 3.329
H -3.697 -4.292 2.518
H -0.035 -3.848 2.324
H -1.331 -5.015 2.594
H -1.155 -3.646 3.681
H -0.959 3.200 3.331
H 0.501 2.766 2.413
H 0.583 3.112 4.143
H -2.088 1.504 4.833
H -0.603 1.654 5.784
H -1.200 0.064 5.299
H 1.674 0.310 3.116
H 1.032 -0.333 4.621
H 1.727 1.270 4.597
H -2.963 2.678 3.272
H -4.306 1.644 2.797
H -4.167 3.273 2.140
H -1.359 3.500 1.433
H -2.523 3.692 0.139
H -1.206 2.533 -0.031
H -4.582 0.836 0.523
H -3.313 1.050 -0.693
H -4.304 2.414 -0.193
O -0.644 0.069 -0.919
P 0.146 0.805 -1.954
C 1.841 1.100 -1.298
P 2.209 -0.389 -0.289
O 1.166 -0.511 0.780
C 3.842 -0.119 0.437
C 3.974 0.924 1.350
C 5.201 1.176 1.933
C 6.299 0.397 1.600
C 6.166 -0.643 0.695
C 4.938 -0.906 0.109
C 2.185 -1.811 -1.393
C 2.772 -1.780 -2.653
C 2.685 -2.890 -3.472
C 2.029 -4.031 -3.032
C 1.460 -4.068 -1.768
C 1.540 -2.958 -0.947
C -0.549 2.411 -2.447
C 0.154 3.608 -2.402
C -0.462 4.781 -2.811
C -1.770 4.760 -3.269
C -2.466 3.562 -3.336
C -1.855 2.391 -2.932
C 0.284 -0.122 -3.497
C 0.944 0.471 -4.568
C 1.035 -0.202 -5.771
C 0.460 -1.458 -5.904
C -0.212 -2.038 -4.839
C -0.306 -1.370 -3.631
H 1.818 1.945 -0.603
H 2.579 1.281 -2.076
H 3.106 1.518 1.606
H 5.305 1.978 2.648
H 7.259 0.603 2.048
H 7.021 -1.254 0.449
H 4.824 -1.718 -0.595
H 3.289 -0.893 -2.992
H 3.131 -2.872 -4.456
H 1.972 -4.899 -3.671
H 0.964 -4.962 -1.421
H 1.104 -2.952 0.042
H 1.173 3.634 -2.045
H 0.086 5.711 -2.772
H -2.250 5.681 -3.570
H -3.480 3.546 -3.707
H -2.377 1.445 -2.983
H 1.373 1.458 -4.450
H 1.551 0.250 -6.603
H 0.532 -1.981 -6.844
H -0.659 -3.012 -4.949
H -0.822 -1.801 -2.785
```


Below is 4 unconnected molecules or ions with the total composition C2H12N2O3 in a non-equilibrium geometry, with properties calculated with the ωB97M-V functional and the def2-TZVPD basis.

Computed properties:
Energy above the lowest of the compared OMol25 structures with the same formula, charge and spin   1.198 eV
Structure (SMILES)   [H]/N=C/NC.O.O.O
HOMO-LUMO gap   9.70 eV

Structure (XYZ):
```
19
C2H12N2O3 (the ωB97M-V functional and the def2-TZVPD basis)
H -0.215 -0.159 2.104
N -0.651 -0.492 1.254
C -1.439 0.406 0.798
N -2.484 0.258 -0.059
C -3.470 1.355 -0.162
H -1.552 1.337 1.362
H -2.629 -0.467 -0.729
H -4.417 0.837 -0.218
H -3.286 1.900 -1.101
H -3.356 2.156 0.559
O 4.635 -1.520 -1.450
H 4.552 -0.561 -1.610
H 3.994 -1.522 -0.721
O 0.186 -0.646 -1.568
H 0.566 -1.419 -1.995
H 0.025 -0.934 -0.637
O 3.320 -0.342 1.040
H 2.646 -0.649 1.658
H 3.575 0.460 1.473
```


Which formula does entry 6 have? C18H20N2O5


Number 8 is which compound? C4H9N


Among the records above, which one has the lowest HOMO-LUMO gap? C18H46AlBN5O10S